CH3BrNO2 | ωB97M-V with the def2-TZVPD basis set

Structure (XYZ):
```
8
Properties=species:S:1:pos:R:3:forces:R:3
C -1.044628 -0.284746 0.081134 -0.7049 5.0485 1.0962
N 1.130392 0.813829 0.284303 -0.9924 1.6406 -1.6343
O 0.847290 1.268515 -0.800264 0.3002 -1.2343 2.4913
O 0.025801 0.003090 0.931152 0.8862 -0.0182 -0.4453
Br 2.867742 -0.942704 -0.110486 0.5891 -0.7191 -0.1681
H -1.914190 -0.342505 0.823527 0.6632 0.3562 -1.6379
H -0.941480 -1.125574 -0.465533 0.5303 -3.2264 -1.5427
H -0.970926 0.610092 -0.743830 -1.2718 -1.8473 1.8408
```
Positions in Å, forces in eV/Å.

Summary:
* ΔE to the lowest compared entry with this formula, charge and spin: 1.679 eV
* F_max: 5.214 eV/Å
* net charge: -1